1.
109
Properties=species:S:1:pos:R:3 method="wB97M-V/def2-TZVPD" spin_multiplicity=5 charge=+1 de_lowest_kcal_mol=2.1 largest_force_ev_per_a=0.7
Ir 0.896 0.027 -0.445
S 2.598 -0.561 1.397
C 2.913 0.978 2.064
C 4.208 1.166 2.624
N 5.279 1.301 3.023
C 1.960 1.988 2.128
S 0.392 1.833 1.502
C 2.274 3.225 2.765
N 2.523 4.243 3.240
O 3.799 -0.921 -1.397
N 2.874 0.003 -1.823
C 3.000 0.205 -3.070
C 2.220 1.095 -3.915
C 2.592 1.094 -5.265
C 2.010 1.952 -6.176
C 1.061 2.864 -5.741
C 0.667 2.865 -4.413
C 1.204 1.968 -3.491
P 0.650 2.075 -1.743
C 1.649 3.520 -1.249
C 2.892 3.285 -0.663
C 3.748 4.341 -0.396
C 3.366 5.637 -0.709
C 2.126 5.876 -1.285
C 1.267 4.824 -1.559
C -1.070 2.680 -1.804
C -1.523 3.484 -0.756
C -2.824 3.959 -0.751
C -3.687 3.643 -1.790
C -3.254 2.821 -2.819
C -1.959 2.328 -2.820
H 3.773 -0.879 -0.425
H 3.808 -0.333 -3.567
H 3.364 0.409 -5.594
H 2.312 1.930 -7.215
H 0.632 3.582 -6.427
H -0.067 3.588 -4.090
H 3.186 2.271 -0.417
H 4.711 4.153 0.060
H 4.034 6.462 -0.497
H 1.824 6.887 -1.525
H 0.300 5.022 -2.001
H -0.849 3.757 0.045
H -3.158 4.590 0.063
H -4.698 4.030 -1.798
H -3.922 2.571 -3.634
H -1.638 1.683 -3.626
C -0.646 -1.944 2.258
P -0.913 -1.179 0.597
C -1.381 -2.732 -0.246
C -0.317 -3.571 -0.579
C -0.547 -4.827 -1.114
C -1.850 -5.248 -1.347
C -2.912 -4.424 -1.012
C -2.684 -3.175 -0.447
C -2.414 -0.161 0.706
C -3.230 -0.014 -0.418
C -4.328 0.828 -0.384
C -4.613 1.556 0.763
C -3.790 1.439 1.873
C -2.693 0.590 1.847
P -0.446 -0.948 3.844
C -1.370 -2.098 4.946
C -2.724 -2.315 4.682
C -3.466 -3.183 5.467
C -2.871 -3.826 6.543
C -1.539 -3.584 6.838
C -0.791 -2.718 6.050
C 1.298 -1.283 4.289
C 1.920 -2.526 4.170
C 3.258 -2.667 4.498
C 3.989 -1.577 4.955
C 3.372 -0.343 5.099
C 2.031 -0.200 4.767
H 0.237 -2.574 2.132
H -1.507 -2.598 2.390
H 0.699 -3.227 -0.406
H 0.285 -5.478 -1.352
H -2.035 -6.225 -1.775
H -3.929 -4.755 -1.176
H -3.527 -2.571 -0.140
H -3.020 -0.575 -1.320
H -4.958 0.913 -1.260
H -5.472 2.213 0.791
H -4.002 2.016 2.764
H -2.065 0.510 2.724
H -3.207 -1.795 3.860
H -4.510 -3.356 5.239
H -3.451 -4.501 7.158
H -1.074 -4.076 7.682
H 0.243 -2.532 6.303
H 1.362 -3.394 3.839
H 3.738 -3.634 4.403
H 5.035 -1.689 5.205
H 3.933 0.508 5.462
H 1.543 0.763 4.872
C -1.211 -2.293 -4.101
C 0.153 -2.777 -4.601
C 1.079 -2.422 -3.436
O 0.409 -1.389 -2.684
C -0.798 -1.033 -3.365
H -1.636 -3.011 -3.397
H -1.921 -2.102 -4.904
H 0.440 -2.221 -5.496
H 0.181 -3.840 -4.831
H 2.054 -2.067 -3.775
H 1.234 -3.270 -2.772
H -0.592 -0.223 -4.076
H -1.515 -0.686 -2.621

2.
14
Properties=species:S:1:pos:R:3 method="wB97M-V/def2-TZVPD" charge=0 de_lowest_kcal_mol=79.7 largest_force_ev_per_a=6.4
H 3.325 -0.867 0.416
N 2.271 -1.224 0.563
C 1.273 -0.717 -0.160
C 1.358 0.693 -0.621
C 0.552 1.720 -0.359
N -0.604 1.668 0.380
N -1.304 0.727 0.775
C -1.083 -0.474 0.060
N -2.273 -1.002 -0.427
N -0.049 -1.246 -0.075
H 2.480 0.916 -0.937
H 0.854 2.592 -0.633
H -2.462 -2.007 -0.666
H -3.081 -0.423 -0.203

3.
126
Properties=species:S:1:pos:R:3 method="wB97M-V/def2-TZVPD" smiles="CCOC(C)=O.CCOC(C)=O.CCOC(C)=O.CCOC(C)=O.CC(C)=O.CC(C)=O.CC(C)=O.CC(C)=O.CC(C)=O.CC(C)=O.CC(C)=O" charge=0 de_lowest_kcal_mol=0.0 largest_force_ev_per_a=15.8
C -13.740 1.871 83.284
C -13.302 3.271 83.886
O -12.037 3.248 84.480
C -11.813 3.920 85.598
C -10.501 3.683 86.346
O -12.620 4.820 86.098
H -14.847 1.971 82.839
H -13.635 1.207 84.080
H -13.118 1.514 82.559
H -13.520 3.889 83.062
H -14.064 3.478 84.631
H -10.361 4.317 87.221
H -9.702 3.532 85.614
H -10.652 2.687 86.809
C -14.156 -1.484 73.179
C -14.400 -1.301 74.709
O -15.432 -2.062 75.132
C -15.816 -2.123 76.451
C -16.996 -2.912 76.725
O -15.114 -1.646 77.350
H -14.935 -1.207 72.675
H -13.734 -2.394 73.150
H -13.226 -0.782 72.714
H -13.530 -1.416 75.321
H -14.685 -0.350 74.894
H -16.761 -3.333 77.725
H -17.055 -3.780 76.134
H -17.846 -2.281 76.794
C -18.945 -5.967 79.222
C -17.890 -5.322 80.106
O -18.303 -3.889 80.208
C -17.681 -3.107 81.022
C -18.111 -1.642 80.963
O -16.718 -3.346 81.711
H -18.508 -7.003 79.255
H -18.907 -5.625 78.151
H -19.869 -6.095 79.809
H -17.728 -5.611 81.049
H -17.016 -5.438 79.751
H -17.595 -0.954 80.324
H -18.032 -1.222 81.808
H -19.078 -1.656 80.557
C -20.077 8.472 77.222
C -19.758 7.195 78.079
O -18.398 6.902 78.321
C -18.007 5.968 79.236
C -16.542 5.766 79.216
O -18.777 5.366 79.988
H -20.101 8.179 76.161
H -19.207 9.124 77.448
H -21.046 8.973 77.303
H -20.078 7.399 79.022
H -20.384 6.227 77.703
H -15.976 5.364 80.071
H -16.003 6.524 79.099
H -16.329 4.952 78.322
C -19.555 2.072 81.609
C -18.304 2.317 82.456
C -18.046 3.865 82.764
O -17.353 1.391 82.751
H -19.397 1.479 80.717
H -20.010 3.025 81.313
H -20.240 1.526 82.229
H -18.834 4.471 82.840
H -17.257 4.352 82.211
H -17.514 3.967 83.716
C -20.989 1.614 76.689
C -19.940 1.547 77.853
C -19.540 2.969 78.348
O -19.338 0.554 78.366
H -21.238 0.606 76.508
H -20.717 2.249 75.872
H -21.889 2.113 77.089
H -18.655 2.907 78.992
H -20.196 3.566 78.925
H -19.230 3.584 77.556
C -7.337 1.334 78.995
C -8.729 0.984 78.584
C -9.446 1.457 77.244
O -9.428 0.238 79.388
H -7.282 2.277 79.556
H -6.817 1.437 78.130
H -7.059 0.388 79.312
H -10.468 1.634 77.505
H -9.359 0.885 76.591
H -9.092 2.492 76.973
C -15.682 1.393 79.858
C -14.492 2.178 79.182
C -13.652 1.227 78.251
O -14.218 3.429 79.413
H -16.395 0.971 79.053
H -15.916 1.853 80.737
H -15.152 0.659 80.188
H -12.632 1.504 78.209
H -13.685 1.373 77.172
H -13.811 0.196 78.520
C -11.399 -2.377 78.222
C -11.524 -2.979 79.666
C -12.373 -2.201 80.801
O -11.239 -4.329 79.909
H -10.629 -1.567 78.474
H -12.374 -2.005 77.807
H -10.929 -3.100 77.753
H -13.359 -1.816 80.389
H -11.723 -1.318 80.826
H -12.283 -2.791 81.755
C -13.924 5.051 75.972
C -12.485 5.397 75.620
C -12.168 6.850 75.929
O -11.697 4.612 75.119
H -14.128 5.420 76.918
H -13.905 4.050 76.448
H -14.546 5.237 75.157
H -12.033 7.149 76.910
H -13.094 7.430 75.574
H -11.379 7.067 75.329
C -9.647 0.472 72.649
C -10.671 0.556 73.777
C -11.575 1.799 73.725
O -10.910 -0.424 74.597
H -9.196 1.337 72.590
H -10.074 0.305 71.829
H -8.858 -0.246 72.764
H -12.146 1.828 74.732
H -12.448 1.596 73.098
H -11.062 2.751 73.628

4.
16
Properties=species:S:1:pos:R:3 method="wB97M-V/def2-TZVPD" smiles=CC.CC charge=0 de_lowest_kcal_mol=5.3 largest_force_ev_per_a=1.5
C 0.981 -2.738 1.178
C 1.176 -1.250 0.769
H 0.570 -2.902 2.175
H 0.337 -3.249 0.474
H 1.960 -3.216 1.224
H 1.187 -0.578 1.619
H 2.093 -1.238 0.181
H 0.387 -0.997 0.076
C -0.715 1.348 -0.839
C -1.469 2.658 -1.048
H -0.221 1.083 -1.787
H 0.087 1.487 -0.125
H -1.384 0.529 -0.592
H -2.011 2.974 -0.154
H -2.187 2.595 -1.871
H -0.791 3.492 -1.280

5.
112
Properties=species:S:1:pos:R:3 method="wB97M-V/def2-TZVPD" charge=0 largest_force_ev_per_a=2.1 e_tot_ha=-4201.7075
F 1.657 1.707 1.873
C 2.288 2.645 1.135
C 1.806 3.938 1.026
C 2.529 4.847 0.258
C 3.628 4.451 -0.490
C 4.042 3.118 -0.448
C 3.399 2.251 0.437
H 0.854 4.262 1.426
H 2.125 5.847 0.174
H 4.200 5.153 -1.082
H 4.902 2.879 -1.057
H 3.880 1.303 0.649
F -4.301 2.028 -1.534
C -3.970 3.179 -0.906
C -2.649 3.455 -0.655
C -2.311 4.701 -0.186
C -3.306 5.643 0.116
C -4.654 5.297 -0.074
C -5.004 4.076 -0.656
H -1.870 2.744 -0.896
H -1.282 4.995 -0.029
H -3.039 6.634 0.451
H -5.451 5.993 0.149
H -6.027 3.781 -0.838
F 6.083 1.608 4.980
C 5.512 0.490 4.522
C 4.141 0.453 4.215
C 3.567 -0.768 3.949
C 4.317 -1.914 3.801
C 5.690 -1.836 3.952
C 6.282 -0.640 4.316
H 3.525 1.277 4.554
H 2.496 -0.841 3.797
H 3.908 -2.897 3.610
H 6.248 -2.728 3.699
H 7.353 -0.590 4.474
F -1.381 1.575 5.271
C -1.389 0.512 6.080
C -0.934 -0.717 5.603
C -0.869 -1.807 6.456
C -1.342 -1.711 7.751
C -1.998 -0.561 8.140
C -1.955 0.582 7.365
H -0.493 -0.781 4.616
H -0.479 -2.730 6.048
H -1.304 -2.555 8.426
H -2.435 -0.490 9.128
H -2.347 1.520 7.734
F -4.174 -1.216 0.349
C -4.921 -1.332 -0.764
C -4.431 -2.140 -1.798
C -5.207 -2.234 -2.944
C -6.397 -1.559 -3.027
C -6.916 -0.784 -1.996
C -6.129 -0.676 -0.834
H -3.415 -2.503 -1.875
H -4.907 -2.711 -3.869
H -6.939 -1.532 -3.966
H -7.844 -0.253 -2.136
H -6.472 -0.193 0.072
F 3.684 -5.214 -0.068
C 4.314 -4.071 -0.397
C 3.572 -2.902 -0.582
C 4.305 -1.719 -0.570
C 5.682 -1.656 -0.361
C 6.382 -2.837 -0.203
C 5.709 -4.050 -0.225
H 2.499 -2.957 -0.693
H 3.723 -0.822 -0.391
H 6.166 -0.691 -0.309
H 7.445 -2.952 -0.030
H 6.106 -4.972 0.181
C 1.674 3.151 -2.801
S 0.578 2.127 -3.852
O 0.270 2.899 -5.074
C 1.826 0.807 -4.131
H 1.577 2.847 -1.759
H 1.454 4.213 -2.866
H 2.652 2.884 -3.198
H 1.411 -0.074 -4.618
H 2.160 0.515 -3.136
H 2.597 1.188 -4.802
C -0.961 0.098 -0.333
S 0.149 -1.317 -0.521
O 1.312 -0.992 -1.425
C 0.723 -1.515 1.170
H -1.861 -0.296 0.139
H -1.111 0.552 -1.312
H -0.528 0.863 0.315
H 0.106 -1.106 1.972
H 1.604 -0.868 1.259
H 1.059 -2.515 1.432
C -4.114 0.305 -6.371
S -2.417 0.715 -5.706
O -1.986 2.043 -6.208
C -3.039 1.078 -4.073
H -4.018 -0.376 -7.215
H -4.675 1.211 -6.598
H -4.771 -0.223 -5.672
H -3.882 1.765 -4.174
H -2.313 1.618 -3.470
H -3.447 0.171 -3.622
C 0.183 -4.322 -2.646
S -0.064 -5.397 -1.184
O 0.195 -4.620 0.049
C -1.889 -5.610 -1.403
H 1.198 -3.933 -2.597
H -0.540 -3.510 -2.568
H 0.056 -4.874 -3.576
H -2.306 -4.603 -1.431
H -2.180 -6.207 -0.544
H -2.156 -6.091 -2.343

6.
41
Properties=species:S:1:pos:R:3 method="wB97M-V/def2-TZVPD" spin_multiplicity=2 charge=0 de_lowest_kcal_mol=10.0 largest_force_ev_per_a=2.4
Cu -0.636 0.040 0.038
C -4.421 -1.114 0.805
F -3.871 -0.601 1.894
F -4.708 -2.399 1.022
F -5.511 -0.449 0.487
S -3.169 -1.067 -0.592
O -3.748 -1.711 -1.741
O -2.735 0.345 -0.745
O -1.920 -1.656 -0.082
C -0.063 3.077 2.880
F -0.178 4.358 2.648
F 1.200 2.697 2.737
F -0.454 2.793 4.112
S -1.132 2.084 1.708
O -0.963 0.666 2.064
O -2.460 2.628 1.806
O -0.597 2.162 0.341
Cl 3.791 -0.232 2.427
C 4.486 -0.170 0.787
C 3.734 0.797 -0.110
Cl 1.995 0.393 -0.201
H 4.482 -1.181 0.377
H 5.542 0.081 0.868
H 4.155 0.738 -1.112
H 3.920 1.813 0.233
Cl 0.179 2.526 -5.642
C -1.315 1.706 -5.044
C -1.575 1.981 -3.578
Cl -0.400 1.223 -2.500
H -1.142 0.644 -5.210
H -2.147 1.998 -5.677
H -2.536 1.498 -3.387
H -1.636 3.040 -3.353
Cl 2.846 -3.653 -0.323
C 2.427 -3.782 1.440
C 0.969 -3.537 1.714
Cl 0.473 -1.872 1.394
H 3.126 -3.111 1.935
H 2.789 -4.768 1.729
H 0.806 -3.770 2.765
H 0.395 -4.216 1.088

7.
24
Properties=species:S:1:pos:R:3 method="wB97M-V/def2-TZVPD" smiles="CC/[N+](C)=c1/[nH]cc(C)[nH]1" charge=+1 de_lowest_kcal_mol=80.6 largest_force_ev_per_a=8.0
C 2.370 1.280 -0.496
C 2.024 0.443 0.764
N 1.370 -0.743 0.509
C 2.021 -1.839 -0.101
C -0.305 -0.478 0.018
N -1.052 -1.429 -0.545
C -2.335 -0.929 -0.521
C -2.357 0.298 0.068
C -3.344 1.301 0.201
N -1.041 0.577 0.399
H 1.430 1.634 -1.031
H 2.950 2.157 -0.238
H 2.872 0.529 -1.180
H 3.000 0.078 1.129
H 1.428 1.227 1.398
H 1.292 -2.458 -0.774
H 2.782 -1.509 -0.796
H 2.477 -2.497 0.764
H -0.842 -2.448 -0.520
H -3.122 -1.388 -0.957
H -3.929 1.671 -0.663
H -4.152 0.934 0.880
H -2.779 2.180 0.720
H -0.757 1.410 0.971